Here is a molecular structure, C58H36Cl6N6O2Pb in a non-equilibrium geometry from OMol25. Energies are from ωB97M-V with the def2-TZVPD basis set.

Last column: Mulliken charge in e.
Geometry (Å):
Pb1 -24.609 -2.740 -3.920  1.7849
Cl1 -32.281 3.235 -1.709  -0.1606
C1 -30.955 2.207 -2.130  0.3261
C2 -31.106 1.115 -2.976  -0.9807
C3 -30.056 0.218 -3.058  -0.3808
C4 -28.846 0.468 -2.455  -0.2796
C5 -28.639 1.614 -1.649  -0.3640
C6 -29.718 2.451 -1.485  -0.8887
C7 -27.705 -0.464 -2.751  1.4591
C8 -27.791 -1.879 -2.649  0.2163
C9 -28.977 -2.683 -2.464  -0.8518
C10 -28.540 -3.981 -2.320  -1.0585
C11 -27.133 -4.041 -2.423  -0.5805
C12 -26.347 -5.215 -2.248  1.6060
C13 -26.916 -6.398 -2.846  0.8672
C14 -27.848 -6.280 -3.898  -0.3020
C15 -28.251 -7.382 -4.609  -1.0929
C16 -27.591 -8.619 -4.409  0.2566
Cl2 -27.495 -9.716 -5.718  -0.1389
C17 -26.820 -8.789 -3.258  -0.9666
C18 -26.519 -7.675 -2.467  -0.2223
C19 -25.029 -5.173 -1.701  0.4432
N1 -24.067 -4.254 -1.980  0.9201
C20 -22.974 -4.491 -1.114  -0.1762
C21 -21.840 -3.674 -0.991  0.8414
C22 -20.799 -3.980 0.040  0.5824
C23 -20.368 -5.301 0.210  -0.7469
C24 -19.356 -5.592 1.125  -1.0351
C25 -18.838 -4.566 1.918  0.4335
Cl3 -17.698 -4.881 3.095  -0.1676
C26 -19.302 -3.256 1.802  -1.1579
C27 -20.258 -2.962 0.847  -0.5664
C28 -21.688 -2.485 -1.774  0.1977
C29 -20.613 -1.528 -1.706  -1.7163
C30 -20.946 -0.447 -2.498  -1.1537
C31 -22.193 -0.722 -3.113  -0.0349
N2 -22.659 -1.960 -2.652  0.3130
C32 -22.950 0.120 -4.020  0.9226
C33 -24.354 0.370 -3.787  0.2974
C34 -25.040 1.589 -4.148  -1.4089
C35 -26.333 1.469 -3.700  -1.0422
C36 -26.513 0.124 -3.215  -0.1373
N3 -25.263 -0.529 -3.295  -0.0924
C37 -22.303 0.678 -5.190  0.9831
C38 -23.065 1.069 -6.332  -0.3311
C39 -22.409 1.518 -7.466  -1.3685
C40 -20.990 1.485 -7.528  0.3528
Cl4 -20.266 1.753 -9.085  -0.1549
C41 -20.258 1.127 -6.413  -1.2202
C42 -20.906 0.741 -5.256  -0.0605
C43 -23.289 -5.687 -0.344  -1.5181
C44 -24.502 -6.143 -0.745  -1.4566
N4 -26.683 -2.735 -2.677  -0.1839
H1 -32.066 0.962 -3.455  0.4393
H2 -30.099 -0.647 -3.712  0.4944
H3 -27.668 1.820 -1.241  0.6180
H4 -29.664 3.373 -0.922  0.4196
H5 -29.997 -2.323 -2.400  0.7408
H6 -29.208 -4.847 -2.215  0.6768
H7 -28.225 -5.321 -4.215  0.2737
H8 -28.941 -7.267 -5.437  0.4484
H9 -26.315 -9.732 -3.078  0.4602
H10 -25.835 -7.780 -1.637  0.0577
H11 -20.769 -6.097 -0.377  0.7527
H12 -18.994 -6.586 1.219  0.4782
H13 -18.852 -2.499 2.432  0.4293
H14 -20.544 -1.922 0.709  0.8063
H15 -19.742 -1.586 -1.048  0.9399
H16 -20.428 0.498 -2.585  0.8620
H17 -24.602 2.483 -4.594  0.6741
H18 -27.146 2.205 -3.742  0.6258
H19 -24.137 0.952 -6.375  0.5666
H20 -22.961 1.935 -8.280  0.4905
H21 -19.167 1.100 -6.473  0.4730
H22 -20.314 0.487 -4.408  0.2244
H23 -22.668 -6.132 0.453  0.7814
H24 -25.009 -6.957 -0.217  0.6391
O1 -16.891 -3.646 -4.205  -0.4913
C45 -17.363 -3.215 -5.400  0.5139
O2 -16.582 -2.858 -6.287  -0.5453
C46 -18.860 -3.263 -5.634  0.1544
C47 -19.355 -2.646 -6.817  -1.2700
C48 -20.707 -2.620 -7.067  -0.8467
C49 -21.641 -3.078 -6.110  0.4466
C50 -21.124 -3.819 -5.008  0.0400
C51 -19.773 -3.931 -4.806  -0.5005
N5 -22.987 -2.858 -6.199  0.8275
C52 -23.521 -2.355 -7.270  -0.0012
C53 -24.960 -2.323 -7.440  -0.0525
C54 -25.500 -1.949 -8.695  -0.8934
C55 -26.862 -1.970 -8.883  -0.5221
C56 -27.669 -2.386 -7.833  -0.8445
C57 -27.066 -2.702 -6.616  -0.2762
N6 -25.746 -2.632 -6.413  0.4715
H25 -17.558 -3.454 -3.480  0.3519
H26 -18.641 -2.121 -7.455  0.5304
H27 -21.047 -2.153 -7.989  0.3595
H28 -21.818 -4.293 -4.323  0.0956
H29 -19.395 -4.514 -3.923  0.5007
H30 -22.971 -1.956 -8.116  0.1397
H31 -24.807 -1.626 -9.480  0.4820
H32 -27.321 -1.641 -9.824  0.4361
H33 -28.745 -2.443 -7.923  0.4875
H34 -27.646 -3.072 -5.770  0.1791
Cl5 -23.574 -6.262 -7.792  -0.1371
C58 -23.759 -7.224 -6.300  -0.4363
Cl6 -23.804 -6.191 -4.864  0.0624
H35 -22.892 -7.891 -6.200  0.3684
H36 -24.695 -7.785 -6.368  0.1918

Computed properties:
- Gap between HOMO and LUMO (spin up / spin down): 0.1547 / 0.1545 hartree
- Total charge: +2
- Total energy: -5664.24744 Eh